Record 1
This record from the OMol25 dataset describes a gas-phase ion, C9H15N2O (charge +1) in a non-equilibrium geometry. The level of theory is ωB97M-V/def2-TZVPD.

Bonds (Å) are listed after each position.
Positions of all 27 atoms, in Å:
1 C 2.669 -1.889 0.843  N2 1.468, H13 1.132, H14 1.154, H15 1.170
2 N 1.372 -1.777 0.165  C1 1.468, C3 1.383, C12 1.369
3 C 0.855 -2.354 -0.981  N2 1.383, C4 1.374, H16 1.033
4 C -0.482 -2.055 -1.086  C3 1.374, N5 1.337, H17 1.037
5 N -0.756 -1.212 -0.086  C4 1.337, C6 1.471, C12 1.302
6 C -2.116 -0.717 0.175  N5 1.471, C7 1.535, H18 1.101, H19 1.168
7 C -2.066 0.804 0.383  C6 1.535, C8 1.524, H20 1.105, H21 1.137
8 C -1.304 1.636 -0.643  C7 1.524, C9 1.498, H22 1.150, H23 1.072
9 C -0.048 2.206 -0.058  C8 1.498, C10 1.327, H24 1.092
10 C 1.136 1.995 -0.619  C9 1.327, O11 1.326, H25 1.202
11 O 2.312 2.523 -0.307  C10 1.326, H26 1.048
12 C 0.295 -1.105 0.676  N2 1.369, N5 1.302, H27 1.059
13 H 2.531 -2.218 1.917  C1 1.132
14 H 3.486 -2.571 0.397  C1 1.154
15 H 3.278 -0.891 0.854  C1 1.170
16 H 1.471 -2.910 -1.595  C3 1.033
17 H -0.986 -2.172 -1.985  C4 1.037
18 H -2.704 -0.965 -0.722  C6 1.101
19 H -2.594 -1.272 1.083  C6 1.168
20 H -1.479 0.864 1.318  C7 1.105
21 H -3.121 1.226 0.332  C7 1.137
22 H -0.935 0.891 -1.437  C8 1.150
23 H -1.869 2.474 -0.998  C8 1.072
24 H -0.167 2.835 0.826  C9 1.092
25 H 1.170 1.239 -1.553  C10 1.202
26 H 1.992 3.293 0.326  O11 1.048
27 H 0.247 -0.348 1.415  C12 1.059

The net charge is +1. The calculation puts the highest occupied orbital energy at -12.03 eV. Its structure (SMILES) is Cn1cc[n+](CCC/C=C/O)c1. For the orbital gap, the calculation gives 0.327 Ha.


Record 2
This record from the OMol25 dataset describes a single C4H5N3O3S molecule in a non-equilibrium geometry. The level of theory is ωB97M-V/def2-TZVPD.

Bonds (Å) are listed after each position.
Positions of all 16 atoms, in Å:
1 C -2.355 1.215 0.297  S2 1.794, H12 1.087, H13 1.140, H14 1.113
2 S -1.650 0.137 -0.952  C1 1.794, O3 1.461, O4 1.411, C5 1.862
3 O -1.825 0.700 -2.288  S2 1.461
4 O -2.075 -1.201 -0.811  S2 1.411
5 C 0.138 -0.115 -0.501  S2 1.862, N6 1.283, N11 1.346
6 N 1.020 -0.532 -1.334  C5 1.283, C7 1.356
7 C 2.268 -0.696 -0.829  N6 1.356, C8 1.366, H15 1.024
8 C 2.442 -0.663 0.525  C7 1.366, N9 1.378, H16 1.153
9 N 1.378 -0.472 1.379  C8 1.378, O10 1.220, N11 1.292
10 O 1.494 -0.653 2.580  N9 1.220
11 N 0.259 -0.115 0.839  C5 1.346, N9 1.292
12 H -2.204 2.224 -0.076  C1 1.087
13 H -3.484 1.080 0.374  C1 1.140
14 H -1.886 0.833 1.231  C1 1.113
15 H 3.038 -0.852 -1.487  C7 1.024
16 H 3.442 -0.890 1.052  C8 1.153

The net charge is 0. The calculation puts the highest occupied orbital energy (alpha / beta) at -10.35 / -10.35 eV. Its structure (SMILES) is CS(=O)(=O)c1ncc[n+]([O-])n1. For the orbital gap (alpha / beta), the calculation gives 0.352 / 0.352 Ha.


The energy relative to the best compared isomer or geometry (same formula, charge and spin) results, record by record, are as follows: 2.479, 3.196 eV.
The E results, record by record, are as follows: -14595.484, -25672.618 eV.